Below is a structure of composition C20H32IN8O5PbS, with properties calculated with wB97M-V/def2-TZVPD.

```
! RIJCOSX wB97M-V def2-TZVPD def2/J DEFGRID3
* xyz 1 1
Pb 0.33 -1.98 -0.70
N 1.68 4.68 3.95
C 1.30 3.37 3.75
C 0.44 3.04 2.69
C 0.12 1.71 2.44
C 0.65 0.72 3.26
C 1.49 1.03 4.31
C 1.80 2.35 4.57
S 0.37 -0.95 2.81
O 0.93 -1.79 3.84
O -1.02 -1.13 2.48
N 1.14 -1.23 1.38
C 2.33 -0.73 0.99
N 2.54 -0.94 -0.34
C 3.69 -0.53 -0.87
C 4.65 0.11 -0.12
C 4.35 0.28 1.23
N 3.22 -0.13 1.79
H 1.13 5.41 3.53
H 2.10 4.92 4.83
H 0.03 3.82 2.06
H -0.53 1.43 1.63
H 1.90 0.24 4.93
H 2.45 2.61 5.40
H 3.82 -0.70 -1.94
H 5.59 0.44 -0.54
H 5.05 0.77 1.90
C -2.68 -3.05 -5.09
N -1.95 -2.20 -4.16
C -2.70 -1.60 -3.07
C -0.62 -2.05 -4.27
O 0.11 -1.45 -3.48
H -2.74 -4.08 -4.73
H -2.20 -3.05 -6.07
H -3.69 -2.67 -5.20
H -3.49 -0.97 -3.48
H -2.04 -0.98 -2.47
H -3.15 -2.36 -2.44
H -0.21 -2.52 -5.18
N -1.37 -4.96 2.66
C -0.53 -4.37 1.79
O -0.92 -3.67 0.86
C 0.94 -4.61 2.07
I 2.09 -4.46 0.28
H -2.35 -4.73 2.60
H -1.04 -5.44 3.48
H 1.15 -5.58 2.50
H 1.31 -3.82 2.73
C -0.92 2.60 -3.22
N -0.28 2.06 -2.03
C 1.10 1.63 -2.23
C -1.00 1.39 -1.08
O -0.63 0.28 -0.62
N -2.13 1.98 -0.61
C -2.40 3.40 -0.75
C -3.04 1.24 0.26
H -0.70 1.95 -4.08
H -0.55 3.60 -3.45
H -2.00 2.64 -3.10
H 1.63 2.43 -2.74
H 1.16 0.71 -2.83
H 1.57 1.45 -1.27
H -1.52 3.93 -1.07
H -2.71 3.79 0.23
H -3.22 3.59 -1.45
H -2.64 0.25 0.47
H -4.02 1.15 -0.20
H -3.15 1.76 1.21
*
```

LUMO: -0.07801 Ha
E_HOMO: -10.17 eV
Maximum force: 0.72 eV Å⁻¹
Orbital gap: 0.2956 hartree
Energy relative to the best compared isomer or geometry (same formula, charge and spin): 0.00 kJ/mol